No. 1
ORCA calculation (ωB97M-V/def2-TZVPD) on C20H19Cl2FI2N6OS2Sn as an isolated structure.

Output
Strongest force on any atom   0.02315 hartree/bohr
DFT total energy   -3803.71854 Ha
Lowest unoccupied orbital energy   0.30 eV

Geometry as XYZ:
```
54
Properties=species:S:1:pos:R:3:forces:R:3
Sn -0.03437 1.08482 -0.44909 -0.172 0.012 -0.556
I 4.92067 -5.25563 -2.27525 -0.248 0.456 0.091
C 3.95702 -3.41443 -1.84092 0.269 -0.572 -0.046
C 4.20895 -2.30395 -2.62585 0.103 -0.136 -0.133
C 3.57022 -1.12683 -2.31545 0.053 0.582 -0.274
I 3.90733 0.62506 -3.43979 0.045 -0.374 0.062
C 2.69220 -0.98595 -1.22644 0.221 -0.267 -0.222
O 2.16393 0.16653 -0.96131 -0.660 0.656 0.379
C 2.48221 -2.13568 -0.43195 -0.050 0.150 0.092
C 1.55394 -2.03354 0.74776 0.226 0.057 0.024
N 0.20067 -1.68242 0.31332 -0.371 0.009 0.210
C -0.34144 -2.65659 -0.61138 0.003 -0.146 -0.077
C -1.43782 -2.11384 -1.48125 -0.166 -0.387 -0.030
C -2.37042 -2.98051 -2.04526 0.048 0.129 0.005
C -3.27885 -2.48864 -2.96415 0.102 0.043 0.061
C -3.22533 -1.14367 -3.29416 -0.040 -0.062 0.049
C -2.28035 -0.35068 -2.66885 -0.266 0.114 -0.362
N -1.41729 -0.82094 -1.77807 0.320 0.217 0.122
C 3.09983 -3.33059 -0.75905 0.097 -0.098 0.028
H 4.89319 -2.35653 -3.45823 0.026 0.003 -0.076
H 1.56219 -2.98466 1.30552 0.098 0.158 -0.035
H 1.88907 -1.22490 1.40475 0.020 -0.156 0.077
H -0.39860 -1.62558 1.13324 0.048 0.032 -0.079
H 0.47091 -2.93108 -1.29699 -0.149 -0.090 0.118
H -0.67722 -3.57918 -0.11270 0.042 0.056 -0.111
H -2.35883 -4.02511 -1.77630 -0.011 -0.115 0.048
H -4.00222 -3.14724 -3.42318 -0.059 -0.016 -0.022
H -3.90356 -0.71730 -4.01533 -0.040 0.070 -0.078
H -2.17879 0.69977 -2.89809 -0.063 0.230 0.050
H 2.91660 -4.20627 -0.15411 -0.036 -0.088 0.104
N 3.38196 0.99171 1.33888 0.427 -0.275 -0.287
C 2.62864 1.89027 1.96976 0.253 0.356 0.979
N 1.40900 2.18047 1.63062 -0.211 -0.136 -0.551
C 0.83887 3.09034 2.48173 0.824 0.227 0.829
C 1.63007 3.48694 3.51494 -0.093 -0.209 -0.274
S 3.17614 2.71846 3.42758 -0.296 -0.163 -0.417
C -0.49418 3.57341 2.20004 -0.611 0.777 0.382
C -1.11233 4.62971 2.79376 -0.005 -0.183 -0.094
S -2.67664 4.88714 2.10892 0.254 -0.470 -0.299
C -2.36962 3.52878 1.03349 -0.129 0.629 0.689
N -1.22594 2.95725 1.22188 0.113 -0.441 -0.316
N -3.29039 3.07473 0.15710 -0.484 -0.064 -0.307
H 3.02936 0.70685 0.41309 0.099 -0.094 -0.078
H 4.36962 0.95121 1.52163 -0.061 0.036 -0.015
H 1.40413 4.15719 4.31730 -0.097 0.201 0.147
H -0.75238 5.27356 3.56985 0.138 0.113 0.138
H -4.03166 3.71473 -0.08223 0.077 -0.051 -0.058
H -2.85340 2.61459 -0.63533 0.130 -0.006 -0.349
F -1.20157 2.41893 -1.78033 0.260 -0.701 0.497
Cl -2.87532 -0.30866 1.17221 -0.010 -0.069 -0.200
C -3.78672 0.55873 2.41347 -0.030 0.133 0.068
Cl -3.46245 -0.09010 4.02177 -0.004 0.004 0.106
H -4.84683 0.44079 2.20288 0.160 0.056 -0.012
H -3.47221 1.59854 2.38555 -0.095 -0.134 0.001
```
Forces are in eV/Å.

=====

No. 2
ORCA calculation (ωB97M-V/def2-TZVPD) on C5H12BBr4Na3O3 as an isolated structure.

Output
Strongest force on any atom   0.05467 hartree/bohr
DFT total energy   -11231.29038 Ha
Lowest unoccupied orbital energy   -1.22 eV

Geometry as XYZ:
```
28
Properties=species:S:1:pos:R:3:forces:R:3
Na -0.88598 -1.90452 -2.61256 0.862 -0.321 -0.923
Na -1.26718 1.18949 -2.43825 1.033 0.331 -0.750
Na 2.18108 -0.15721 -2.66439 -0.536 0.154 -1.318
C 0.41486 -0.12411 -4.99325 -2.732 -0.211 -0.630
O -0.36713 -0.06603 -5.99139 1.050 -0.001 0.752
O 0.63790 0.91670 -4.24408 0.256 1.194 1.471
O 0.84691 -1.25598 -4.52538 0.571 -1.219 1.192
B 0.37847 -0.30792 -0.75841 0.128 -0.062 0.914
H 1.02168 -1.12373 -1.22353 1.394 -1.694 -0.334
H 0.56042 0.63463 -1.33894 0.376 2.227 -1.062
H -0.67168 -0.68800 -0.96649 -2.704 -0.447 -0.310
H 0.48127 -0.14319 0.38349 0.261 0.010 1.124
Br -0.24328 -1.41565 3.25242 0.107 -0.601 -0.688
C -0.70956 -2.65738 1.78841 -0.715 -0.032 -0.315
C -2.04412 -2.16170 1.25489 0.331 0.585 0.107
Br -2.68106 -3.27135 -0.23556 0.057 0.025 0.213
H -0.78583 -3.67524 2.16157 -0.023 0.146 0.405
H 0.00175 -2.68223 0.96538 0.413 0.519 0.365
H -1.93234 -1.17821 0.80874 0.158 -0.017 0.021
H -2.79212 -2.06727 2.03732 -0.225 -0.502 -0.177
Br 1.31857 2.03186 4.59458 0.025 0.200 -0.391
C 1.63906 2.76918 2.77565 -0.454 0.406 1.086
C 0.32231 2.77347 2.04637 0.458 -0.707 -0.780
Br 0.62742 3.58739 0.27101 -0.110 -0.149 0.198
H 2.40162 2.11720 2.37303 -0.102 0.047 -0.372
H 2.00211 3.78024 2.93198 0.193 -0.092 0.006
H -0.48986 3.34081 2.47912 0.189 0.082 0.332
H 0.03471 1.73875 1.86824 -0.263 0.127 -0.138
```
Forces are in eV/Å.

=====

No. 3
ORCA calculation (ωB97M-V/def2-TZVPD) on a 2-piece molecular cluster, C4H14N3O overall.

Output
Strongest force on any atom   0.05426 hartree/bohr
DFT total energy   -400.10286 Ha
Net charge   +1
Lowest unoccupied orbital energy   -2.99 eV

Geometry as XYZ:
```
22
Properties=species:S:1:pos:R:3:forces:R:3
C -0.39184 -1.74606 2.20907 -0.421 -0.598 -1.630
C 0.00545 -2.23338 0.80770 -1.201 0.659 -0.604
C -0.67509 -1.34780 -0.27774 -0.604 -1.648 -0.015
N -0.26642 0.03890 -0.34553 -0.761 -0.161 0.497
C 0.75970 0.53829 -1.00536 1.045 -0.839 1.921
N 1.75551 -0.21398 -1.57036 -0.709 0.807 -0.245
N 0.95399 1.84758 -0.80890 -0.562 0.848 -0.212
H -1.37239 -2.10807 2.48020 -0.559 0.278 -0.226
H 0.19751 -2.09862 2.97016 1.819 -1.318 1.655
H -0.28728 -0.70105 2.33628 -0.318 1.343 -0.213
H -0.33123 -3.26933 0.62286 0.079 0.457 0.166
H 1.03323 -2.20700 0.51957 1.136 -0.069 0.682
H -1.76438 -1.40035 -0.04606 0.674 0.353 -0.667
H -0.46401 -1.79805 -1.26712 -0.475 0.169 0.379
H -0.83449 0.71781 0.19526 0.559 -0.409 -0.814
H 1.78799 -1.20793 -1.49419 -0.546 -0.420 0.137
H 2.60880 0.14230 -2.00730 -0.849 0.447 0.404
H 1.46686 2.20911 -1.56355 0.941 1.316 -0.696
H 0.20577 2.47424 -0.43489 0.688 -1.197 -0.778
H -1.15850 2.94225 1.25489 -0.806 -0.084 -0.357
H -2.51439 2.24519 0.94174 0.129 0.322 -0.062
O -1.73304 2.63572 0.52046 0.741 -0.255 0.676
```
Forces are in eV/Å.

=====

Copy entry 2 word for word.
ORCA calculation (ωB97M-V/def2-TZVPD) on C5H12BBr4Na3O3 as an isolated structure.

Output
Strongest force on any atom   0.05467 hartree/bohr
DFT total energy   -11231.29038 Ha
Lowest unoccupied orbital energy   -1.22 eV

Geometry as XYZ:
```
28
Properties=species:S:1:pos:R:3:forces:R:3
Na -0.88598 -1.90452 -2.61256 0.862 -0.321 -0.923
Na -1.26718 1.18949 -2.43825 1.033 0.331 -0.750
Na 2.18108 -0.15721 -2.66439 -0.536 0.154 -1.318
C 0.41486 -0.12411 -4.99325 -2.732 -0.211 -0.630
O -0.36713 -0.06603 -5.99139 1.050 -0.001 0.752
O 0.63790 0.91670 -4.24408 0.256 1.194 1.471
O 0.84691 -1.25598 -4.52538 0.571 -1.219 1.192
B 0.37847 -0.30792 -0.75841 0.128 -0.062 0.914
H 1.02168 -1.12373 -1.22353 1.394 -1.694 -0.334
H 0.56042 0.63463 -1.33894 0.376 2.227 -1.062
H -0.67168 -0.68800 -0.96649 -2.704 -0.447 -0.310
H 0.48127 -0.14319 0.38349 0.261 0.010 1.124
Br -0.24328 -1.41565 3.25242 0.107 -0.601 -0.688
C -0.70956 -2.65738 1.78841 -0.715 -0.032 -0.315
C -2.04412 -2.16170 1.25489 0.331 0.585 0.107
Br -2.68106 -3.27135 -0.23556 0.057 0.025 0.213
H -0.78583 -3.67524 2.16157 -0.023 0.146 0.405
H 0.00175 -2.68223 0.96538 0.413 0.519 0.365
H -1.93234 -1.17821 0.80874 0.158 -0.017 0.021
H -2.79212 -2.06727 2.03732 -0.225 -0.502 -0.177
Br 1.31857 2.03186 4.59458 0.025 0.200 -0.391
C 1.63906 2.76918 2.77565 -0.454 0.406 1.086
C 0.32231 2.77347 2.04637 0.458 -0.707 -0.780
Br 0.62742 3.58739 0.27101 -0.110 -0.149 0.198
H 2.40162 2.11720 2.37303 -0.102 0.047 -0.372
H 2.00211 3.78024 2.93198 0.193 -0.092 0.006
H -0.48986 3.34081 2.47912 0.189 0.082 0.332
H 0.03471 1.73875 1.86824 -0.263 0.127 -0.138
```
Forces are in eV/Å.